[1]
Computed, not measured: a structure of composition C14H16Cl3F9HfO2, with ωB97M-V with the def2-TZVPD basis set.

The calculation puts the HOMO energy at 0.849 eV. The lowest unoccupied orbital energy is 4.613 eV. The value obtained for the orbital gap is 0.1383 hartree. Its charge is -2.

Last column: Mulliken charge in e.
Element x y z (Å)
C  -0.653  0.926  -2.594  0.63
C  -0.812  -0.451  -2.902  0.38
C  0.472  -1.053  -2.907  0.72
C  -2.088  -1.163  -3.133  -1.25
C  1.435  -0.040  -2.640  0.20
C  0.741  1.181  -2.444  0.44
C  1.374  2.472  -2.120  -1.77
C  -1.749  1.896  -2.415  -1.60
C  0.742  -2.486  -3.136  -1.59
C  2.894  -0.248  -2.535  -1.49
Hf  -0.806  -0.686  1.151  1.05
Cl  -1.674  -2.550  0.388  -0.49
Cl  -2.830  0.569  0.862  -0.55
Cl  1.428  -1.304  0.520  -0.52
H  -2.908  -0.448  -3.239  0.43
H  -2.325  -1.834  -2.294  0.06
H  -2.033  -1.769  -4.046  0.32
H  0.024  -3.110  -2.587  0.25
H  1.752  -2.742  -2.801  0.36
H  0.660  -2.737  -4.204  0.26
H  3.121  -1.144  -1.945  0.28
H  3.365  0.611  -2.050  0.36
H  3.346  -0.370  -3.529  0.25
H  2.246  2.312  -1.478  0.36
H  0.677  3.113  -1.578  0.33
H  1.708  2.990  -3.031  0.26
H  -2.628  1.414  -1.972  0.30
H  -2.046  2.351  -3.372  0.21
H  -1.430  2.682  -1.726  0.34
O  0.171  1.625  0.399  -0.65
H  -0.011  2.149  1.239  0.03
F  -1.534  1.725  4.075  -0.20
C  -1.344  0.690  4.940  0.59
F  -1.010  1.196  6.149  -0.26
F  -2.531  0.047  5.054  -0.24
C  -0.256  -0.272  4.364  0.51
O  -0.605  -0.629  3.085  -0.02
C  1.126  0.464  4.357  0.53
F  1.576  0.729  5.603  -0.26
F  2.054  -0.284  3.710  -0.21
F  1.023  1.639  3.671  -0.21
C  -0.175  -1.581  5.209  0.54
F  0.029  -1.361  6.529  -0.25
F  -1.323  -2.287  5.064  -0.23
F  0.833  -2.360  4.741  -0.22

***

[2]
Computed, not measured: an isolated molecule of C3H6N2S2, with ωB97M-V with the def2-TZVPD basis set.

The calculation puts the HOMO energy at -8.884 eV. Its relative energy (zero: lowest compared OMol25 entry of this formula, charge and spin) is 428.7 kJ/mol. The lowest unoccupied orbital energy is -1.321 eV. The value obtained for the orbital gap is 0.2779 hartree. Its charge is 0. Its SMILES is CNNC(=S)C=S.

Last column: natural (NBO) charge in e.
Element x y z (Å)
C  2.179  -1.270  0.759  -0.47
N  1.555  -1.060  -0.663  -0.45
N  0.284  -0.832  -0.536  -0.43
C  -0.021  0.503  -0.226  -0.05
S  1.053  1.641  0.031  -0.03
C  -1.575  0.733  0.132  -0.34
S  -2.509  -0.556  0.163  0.13
H  1.764  -0.370  1.355  0.20
H  3.297  -1.320  0.712  0.21
H  2.162  -2.262  1.144  0.21
H  1.989  -0.240  -0.880  0.35
H  -0.425  -1.600  -1.218  0.43
H  -1.864  1.889  0.191  0.24

***

[3]
Computed, not measured: a cluster of 4 separate species, C33H42ClF3NO4S in total, with ωB97M-V with the def2-TZVPD basis set.

The calculation puts the HOMO energy at -10.776 eV. Its relative energy (zero: lowest compared OMol25 entry of this formula, charge and spin) is 579.1 kJ/mol. The lowest unoccupied orbital energy is -3.446 eV. The value obtained for the orbital gap is 0.2694 hartree. Its charge is +1.

Last column: Mulliken charge in e.
Element x y z (Å)
C  -3.866  -1.839  -2.028  -0.41
C  -3.148  -1.058  -2.824  -0.29
C  -2.164  -0.086  -3.684  -0.03
C  -2.600  1.445  -3.392  -0.59
C  -1.361  2.373  -2.836  -0.53
C  -1.441  2.290  -1.212  -0.08
C  -0.495  3.353  -0.449  -1.05
N  -0.065  2.950  0.939  0.40
C  -0.960  3.464  2.049  -1.08
C  -2.525  3.123  1.858  0.34
C  -3.306  2.884  3.284  -0.23
C  -4.808  2.392  2.878  -0.66
S  -4.883  0.660  2.207  1.08
O  -4.764  0.794  0.682  -0.54
O  -6.182  -0.066  2.477  -0.57
Cl  -3.183  -0.444  2.785  -0.18
C  0.241  1.457  1.071  1.10
C  1.790  1.184  1.530  -0.81
O  1.878  1.028  2.968  -0.37
C  1.813  -0.366  3.385  -0.51
C  0.082  0.672  -0.361  -0.87
O  -1.284  0.904  -0.796  -0.24
H  -4.684  -2.336  -1.404  0.36
H  -2.202  -0.399  -4.788  0.38
H  -1.101  -0.219  -3.222  -0.02
H  -3.391  1.400  -2.532  0.21
H  -3.151  1.957  -4.276  0.42
H  -0.341  2.062  -3.268  0.20
H  -1.566  3.453  -3.175  0.36
H  -2.541  2.581  -0.946  0.44
H  0.487  3.605  -1.031  0.30
H  -1.072  4.350  -0.361  0.39
H  0.862  3.416  1.099  0.56
H  -0.617  2.898  3.013  0.29
H  -0.742  4.581  2.252  0.37
H  -2.614  2.128  1.286  -0.19
H  -3.015  4.003  1.266  0.32
H  -2.702  2.099  3.867  -0.12
H  -3.408  3.868  3.878  0.43
H  -5.136  3.094  2.005  0.39
H  -5.552  2.597  3.736  0.42
H  -0.436  0.931  1.841  -0.19
H  2.510  2.038  1.212  0.28
H  2.153  0.246  0.933  0.33
H  0.897  -0.517  4.087  0.11
H  1.692  -1.126  2.531  0.27
H  2.758  -0.660  3.994  0.26
H  0.204  -0.480  -0.238  0.45
H  0.879  1.005  -1.128  0.11
F  -0.875  1.377  5.356  -0.18
C  -1.189  0.472  6.303  0.42
C  -0.302  0.238  7.343  -0.45
C  -0.629  -0.693  8.324  -0.51
C  -1.835  -1.388  8.247  -0.46
C  -2.716  -1.149  7.195  -0.65
C  -2.394  -0.209  6.221  -0.03
H  0.635  0.782  7.381  0.43
H  0.054  -0.879  9.147  0.37
H  -2.088  -2.118  9.010  0.38
H  -3.653  -1.693  7.135  0.39
H  -3.071  -0.003  5.400  0.27
F  2.448  0.286  -3.238  -0.33
C  3.417  -0.364  -2.572  0.39
C  3.806  -1.627  -2.995  -0.53
C  4.815  -2.298  -2.308  -0.33
C  5.415  -1.702  -1.199  -0.55
C  5.013  -0.436  -0.781  -0.53
C  4.013  0.239  -1.475  -0.29
H  3.322  -2.077  -3.854  0.42
H  5.132  -3.283  -2.635  0.40
H  6.198  -2.228  -0.661  0.39
H  5.478  0.025  0.085  0.40
H  3.693  1.229  -1.168  0.57
F  4.575  -3.733  -5.000  -0.25
C  3.889  -4.206  -6.054  0.39
C  3.743  -3.413  -7.183  -0.30
C  3.038  -3.905  -8.278  -0.41
C  2.477  -5.180  -8.226  -0.50
C  2.625  -5.965  -7.085  -0.40
C  3.340  -5.478  -5.995  -0.40
H  4.180  -2.421  -7.202  0.41
H  2.924  -3.296  -9.169  0.36
H  1.922  -5.561  -9.079  0.37
H  2.184  -6.956  -7.045  0.36
H  3.473  -6.079  -5.103  0.40

***

[4]
Computed, not measured: a cluster of 8 separate species, C32H76FNO24S7 in total, with ωB97M-V with the def2-TZVPD basis set.

The calculation puts the HOMO energy at -9.118 eV. Its relative energy (zero: lowest compared OMol25 entry of this formula, charge and spin) is 0.0 kJ/mol. The lowest unoccupied orbital energy is 0.440 eV. The value obtained for the orbital gap is 0.3513 hartree. Its charge is 0. Its SMILES is CCC(=O)O[C@](CC=O)(CCCF)CNC.CCOS(C)(=O)=O.CCOS(C)(=O)=O.CCOS(C)(=O)=O.CCOS(C)(=O)=O.CCOS(C)(=O)=O.CCOS(C)(=O)=O.CCOS(C)(=O)=O.

Last column: Mulliken charge in e.
Element x y z (Å)
C  -0.163  -0.165  1.406  -1.32
C  -1.679  -0.344  1.386  0.97
C  -2.364  0.361  2.511  0.31
O  -1.846  1.070  3.336  -0.58
O  -3.714  0.110  2.504  -0.39
C  -4.580  1.206  2.136  2.08
C  -4.692  2.254  3.263  -1.34
C  -4.786  1.629  4.636  -0.22
O  -4.423  2.186  5.646  -0.53
C  -5.952  0.561  1.894  -1.55
C  -5.994  -0.475  0.774  0.09
C  -7.393  -1.046  0.542  -0.47
F  -7.804  -0.770  -0.781  -0.29
C  -4.072  1.878  0.854  -0.95
N  -4.892  3.055  0.518  -0.37
C  -4.157  4.322  0.577  -1.17
H  0.253  -0.547  2.341  0.38
H  0.115  0.889  1.350  0.31
H  0.302  -0.712  0.585  0.24
H  -1.920  -1.406  1.503  0.36
H  -2.116  0.014  0.458  -0.37
H  -5.579  2.863  3.081  0.48
H  -3.793  2.871  3.296  0.38
H  -5.231  0.620  4.688  0.36
H  -6.656  1.377  1.702  0.40
H  -6.270  0.080  2.825  0.53
H  -5.685  -0.057  -0.185  -0.03
H  -5.297  -1.283  1.009  0.38
H  -7.421  -2.131  0.648  0.29
H  -8.137  -0.583  1.196  0.34
H  -4.103  1.179  0.017  -0.49
H  -3.026  2.184  0.970  0.87
H  -5.214  2.940  -0.433  0.39
H  -3.447  4.446  -0.251  0.36
H  -3.613  4.397  1.520  0.31
H  -4.859  5.160  0.548  0.36
C  -4.486  -2.749  -3.598  -1.12
C  -3.013  -2.399  -3.579  -0.23
O  -2.750  -1.038  -4.023  -0.28
S  -3.091  0.151  -3.042  1.25
C  -2.282  1.442  -3.912  -1.02
O  -2.433  -0.080  -1.785  -0.46
O  -4.500  0.403  -3.036  -0.69
H  -5.053  -2.173  -2.869  0.19
H  -4.606  -3.807  -3.364  0.46
H  -4.915  -2.555  -4.580  0.30
H  -2.573  -2.537  -2.590  0.29
H  -2.449  -3.013  -4.276  0.35
H  -1.210  1.265  -3.931  0.34
H  -2.499  2.362  -3.378  0.17
H  -2.684  1.492  -4.920  0.45
C  -0.198  6.932  -5.580  -0.96
C  -1.116  7.665  -4.626  -0.36
O  -2.382  6.988  -4.423  -0.25
S  -2.387  5.692  -3.514  1.24
C  -4.130  5.553  -3.323  -0.83
O  -1.775  6.000  -2.258  -0.68
O  -1.908  4.572  -4.269  -0.59
H  0.131  5.979  -5.169  0.29
H  0.683  7.543  -5.775  0.39
H  -0.705  6.732  -6.524  0.26
H  -0.646  7.830  -3.656  0.34
H  -1.397  8.635  -5.030  0.27
H  -4.492  6.413  -2.768  0.35
H  -4.312  4.634  -2.769  0.19
H  -4.585  5.496  -4.308  0.37
C  3.760  -2.989  -5.805  -1.12
C  3.198  -3.515  -4.499  0.02
O  2.489  -2.498  -3.744  -0.21
S  1.060  -2.057  -4.260  1.28
C  0.548  -1.171  -2.835  -0.52
O  0.245  -3.226  -4.424  -0.70
O  1.194  -1.142  -5.353  -0.68
H  2.974  -2.707  -6.503  0.37
H  4.371  -3.763  -6.270  0.40
H  4.378  -2.109  -5.628  0.27
H  2.535  -4.365  -4.662  0.33
H  4.003  -3.841  -3.849  0.02
H  0.453  -1.856  -1.998  0.30
H  -0.419  -0.745  -3.087  -0.27
H  1.273  -0.389  -2.624  0.49
C  5.920  -3.557  1.084  -0.96
C  6.673  -3.340  -0.208  -0.26
O  7.208  -4.567  -0.774  -0.28
S  6.194  -5.559  -1.477  1.13
C  7.385  -6.581  -2.269  -1.01
O  5.448  -4.828  -2.460  -0.59
O  5.495  -6.324  -0.494  -0.62
H  5.008  -4.132  0.933  0.40
H  5.655  -2.590  1.511  0.33
H  6.536  -4.099  1.803  0.22
H  6.058  -2.843  -0.958  0.33
H  7.551  -2.720  -0.038  0.21
H  7.927  -5.990  -3.002  0.32
H  6.834  -7.383  -2.753  0.37
H  8.053  -6.984  -1.512  0.36
C  -7.796  -6.475  -4.950  -0.94
C  -9.157  -5.868  -4.682  -0.38
O  -9.112  -4.761  -3.753  -0.29
S  -8.540  -3.375  -4.289  1.15
C  -9.062  -2.376  -2.944  -0.96
O  -9.250  -3.025  -5.483  -0.69
O  -7.110  -3.431  -4.315  -0.48
H  -7.143  -5.779  -5.473  0.27
H  -7.912  -7.367  -5.566  0.39
H  -7.309  -6.752  -4.015  0.26
H  -9.640  -5.537  -5.603  0.35
H  -9.813  -6.591  -4.203  0.27
H  -10.148  -2.364  -2.919  0.43
H  -8.669  -1.379  -3.121  0.38
H  -8.648  -2.783  -2.030  0.23
C  8.143  0.574  5.915  -0.68
C  8.884  0.658  4.601  -0.39
O  9.374  -0.626  4.126  -0.29
S  8.320  -1.637  3.518  1.27
C  9.475  -2.762  2.815  -0.91
O  7.594  -0.977  2.473  -0.67
O  7.608  -2.297  4.567  -0.62
H  7.216  0.011  5.814  0.31
H  7.895  1.574  6.265  0.22
H  8.752  0.075  6.669  0.27
H  8.272  1.108  3.818  0.31
H  9.784  1.261  4.703  0.28
H  10.030  -2.256  2.030  0.29
H  8.897  -3.589  2.406  0.29
H  10.137  -3.117  3.600  0.37
C  4.711  3.660  10.185  -0.98
C  4.947  4.350  8.859  -0.32
O  6.215  5.053  8.802  -0.30
S  7.531  4.185  8.647  1.20
C  8.627  5.502  8.254  -0.97
O  7.375  3.321  7.513  -0.64
O  7.900  3.624  9.908  -0.62
H  5.417  2.846  10.345  0.30
H  3.703  3.247  10.202  0.39
H  4.820  4.364  11.009  0.27
H  4.894  3.652  8.023  0.31
H  4.206  5.128  8.691  0.27
H  8.331  5.938  7.304  0.32
H  9.622  5.068  8.185  0.37
H  8.589  6.235  9.055  0.34